Entry 1:
{"formula": "C6H9N", "method": "the ωB97M-V functional and the def2-TZVPD basis", "gap_ha": [0.2638, 0.2563], "e_homo_ha": [-0.262, -0.261], "energy_ha": -288.49446, "spin_multiplicity": 1, "relative_energy_kcal_mol": 180.5, "species": ["N", "C", "C", "C", "C", "C", "C", "H", "H", "H", "H", "H", "H", "H", "H", "H"], "xyz": [[0.7225, 0.4980, -2.8650], [-0.1649, 0.6590, -0.2388], [-0.2010, -0.5630, -2.3972], [-0.1143, 0.2736, 1.1481], [0.4825, -0.2291, -1.1971], [-0.1065, -0.0323, 2.3186], [-0.0548, -0.3625, 3.7388], [0.9601, -0.2104, 4.1193], [-1.2364, -0.2418, -2.3855], [0.9058, 1.6615, -1.5225], [-1.1571, 1.0127, -0.5294], [-0.3283, -1.4086, 3.8986], [1.4013, -0.7231, -0.8935], [-0.0334, -1.5720, -2.7531], [-0.7426, 0.2725, 4.3066], [1.5595, 0.0474, -3.2551]], "nbo_charge": [-0.724, -0.487, -0.294, -0.068, 0.020, 0.007, -0.679, 0.233, 0.201, 0.318, 0.223, 0.230, 0.229, 0.206, 0.235, 0.349]}



Entry 2:
{"formula": "C6H9N", "method": "the ωB97M-V functional and the def2-TZVPD basis", "gap_ha": 0.3259, "e_homo_ha": -0.287, "energy_ha": -288.76867, "spin_multiplicity": 1, "smiles": "Cc1cc[nH]c1C", "relative_energy_kcal_mol": 8.4, "species": ["N", "C", "C", "C", "C", "C", "C", "H", "H", "H", "H", "H", "H", "H", "H", "H"], "xyz": [[1.0984, 1.1855, -0.2621], [-0.1618, 0.6736, -0.0431], [1.4033, -0.8916, 0.3862], [2.0491, 0.2306, -0.0321], [0.0005, -0.6507, 0.3213], [-1.3365, 1.5900, -0.1987], [-0.9184, -1.8359, 0.2261], [1.2857, 2.1005, -0.6331], [-1.8386, -1.6097, -0.3168], [3.0907, 0.3975, -0.2478], [1.8609, -1.8267, 0.6764], [-1.3174, 2.3706, 0.5760], [-2.2765, 1.0450, -0.0917], [-1.3460, 2.0931, -1.1764], [-0.3744, -2.5920, -0.3579], [-1.1766, -2.3084, 1.1769]], "nbo_charge": [-0.512, 0.122, -0.300, -0.071, -0.098, -0.641, -0.624, 0.405, 0.212, 0.208, 0.215, 0.218, 0.228, 0.212, 0.215, 0.211]}



Entry 3:
{"formula": "C6H9N", "method": "the ωB97M-V functional and the def2-TZVPD basis", "gap_ha": 0.3254, "e_homo_ha": -0.287, "energy_ha": -288.76970, "spin_multiplicity": 1, "smiles": "Cc1cc[nH]c1C", "relative_energy_kcal_mol": 7.7, "species": ["N", "C", "C", "C", "C", "C", "C", "H", "H", "H", "H", "H", "H", "H", "H", "H"], "xyz": [[-0.7994, -1.2021, 0.8026], [-1.5948, -0.2210, 1.3512], [1.2784, -1.5413, -0.5254], [-1.1263, 0.9844, 0.8978], [-0.0411, 0.7301, 0.0003], [0.1775, -0.6390, 0.0016], [0.5040, 1.7804, -0.9188], [2.1272, -0.9780, -0.9407], [1.1137, 2.5698, -0.4528], [-0.3924, 2.2621, -1.3226], [-1.4742, 1.9851, 1.1500], [0.8931, -2.2199, -1.2963], [-0.9532, -2.1979, 0.8608], [1.0092, 1.3403, -1.7857], [-2.4977, -0.4467, 1.9062], [1.6772, -2.1879, 0.2780]], "nbo_charge": [-0.516, -0.072, -0.644, -0.305, -0.091, 0.119, -0.630, 0.230, 0.213, 0.216, 0.218, 0.212, 0.406, 0.214, 0.211, 0.218]}